The following is a quantum chemistry calculation of a single C2H8N3 molecule at a distorted geometry, from the OMol25 dataset.

**Molar mass**: 74.11 g/mol
**LUMO energy (spin up / spin down)**: 1.17 / 0.95 eV
**Energy relative to the best compared isomer or geometry (same formula, charge and spin)**: 0.3 kcal/mol
**Gap between HOMO and LUMO (spin up / spin down)**: 5.0 / 9.9 eV
**HOMO (spin up / spin down)**: -3.8 / -9.0 eV

```
! RIJCOSX wB97M-V def2-TZVPD def2/J DEFGRID3
* xyz 0 2
C -0.935 1.048 -1.167
N 0.293 0.348 -0.778
C 0.365 -0.381 0.404
N 1.438 -0.232 1.285
N -0.709 -1.216 0.755
H -0.676 1.647 -2.038
H -1.713 0.333 -1.390
H -1.286 1.749 -0.404
H 1.130 0.826 -1.061
H 2.289 0.198 0.972
H 1.591 -0.936 1.989
H -0.530 -1.891 1.478
H -1.256 -1.491 -0.044
*
```

---

The following is a quantum chemistry calculation of 4 unconnected molecules or ions with the total composition C23H52BrIN4O11P at a distorted geometry, from the OMol25 dataset.

**Molar mass**: 798.47 g/mol
**LUMO energy**: -3.38 eV
**Gap between HOMO and LUMO**: 7.3 eV
**HOMO**: -10.7 eV

```
! RIJCOSX wB97M-V def2-TZVPD def2/J DEFGRID3
* xyz 1 1
C -0.559 -3.083 2.901
C -2.065 -3.266 3.093
C -2.884 -2.745 1.913
O -3.674 -1.588 2.224
C -2.973 -0.441 2.393
N -2.737 0.379 1.166
C -1.563 0.110 0.301
C -0.467 1.167 0.370
C 0.011 1.463 1.789
C 1.479 1.804 1.820
O 2.249 0.693 1.404
C -3.172 1.593 1.339
N -3.392 2.487 0.432
C -3.910 3.832 0.723
O -3.029 4.607 1.502
N -1.728 4.629 0.916
O -0.945 5.013 1.673
N -3.445 1.854 2.714
C -3.886 0.533 3.158
I -3.514 0.265 5.259
P -5.668 0.483 2.566
O -6.309 -0.712 3.447
Br -6.489 2.363 3.506
H -0.040 -3.040 3.847
H -0.353 -2.145 2.391
H -0.130 -3.868 2.286
H -2.225 -4.334 3.124
H -2.407 -2.887 4.048
H -2.239 -2.592 1.054
H -3.581 -3.510 1.621
H -1.986 -0.562 2.829
H -1.904 0.040 -0.728
H -1.124 -0.836 0.562
H 0.373 0.776 -0.188
H -0.785 2.060 -0.161
H -0.498 2.362 2.124
H -0.240 0.681 2.496
H 1.743 2.076 2.835
H 1.668 2.679 1.206
H 2.683 0.309 2.174
H -3.193 2.236 -0.527
H -4.811 3.728 1.301
H -4.093 4.300 -0.232
H -2.553 2.080 3.153
H -7.228 -0.446 3.636
C 0.151 7.906 2.499
O 0.339 9.254 2.124
C 1.678 9.699 2.298
C 2.441 9.703 0.992
O 2.616 8.387 0.481
C 1.704 8.066 -0.553
H -0.812 7.582 2.106
H 0.932 7.257 2.094
H 0.131 7.814 3.591
H 2.195 9.084 3.040
H 1.632 10.722 2.681
H 3.438 10.116 1.168
H 1.939 10.339 0.257
H 1.996 8.561 -1.485
H 0.681 8.350 -0.295
H 1.743 6.987 -0.704
C 0.819 -6.578 0.709
O 1.204 -5.226 0.504
C 2.519 -4.954 0.978
C 3.528 -4.933 -0.149
O 3.679 -6.212 -0.739
C 2.971 -6.351 -1.960
H -0.066 -6.768 0.103
H 1.605 -7.273 0.410
H 0.566 -6.747 1.762
H 2.811 -5.678 1.743
H 2.492 -3.963 1.445
H 4.503 -4.649 0.260
H 3.248 -4.189 -0.901
H 3.498 -5.821 -2.761
H 1.949 -5.973 -1.886
H 2.935 -7.411 -2.205
C 1.419 -3.631 -8.252
O 2.619 -3.507 -7.508
C 2.434 -2.919 -6.233
C 2.407 -3.958 -5.133
O 1.276 -4.811 -5.239
C 1.590 -6.065 -5.824
H 1.613 -4.304 -9.085
H 0.608 -4.044 -7.648
H 1.116 -2.658 -8.651
H 1.520 -2.317 -6.213
H 3.282 -2.248 -6.060
H 2.334 -3.446 -4.167
H 3.333 -4.541 -5.136
H 2.114 -6.696 -5.098
H 2.205 -5.952 -6.718
H 0.657 -6.552 -6.100
*
```

---

The following is a quantum chemistry calculation of a single F2 molecule at a distorted geometry, from the OMol25 dataset.

**Molar mass**: 38.00 g/mol
**LUMO energy**: -1.64 eV
**Energy relative to the best compared isomer or geometry (same formula, charge and spin)**: 0.8 kcal/mol
**SMILES string**: FF
**Gap between HOMO and LUMO**: 12.9 eV
**HOMO**: -14.5 eV

```
! RIJCOSX wB97M-V def2-TZVPD def2/J DEFGRID3
* xyz 0 1
F 0.000 0.000 0.712
F 0.000 0.000 -0.712
*
```

---

The following is a quantum chemistry calculation of a molecular structure, C29H31N4O4PdSSi, from the OMol25 dataset.

**Molar mass**: 666.16 g/mol
**LUMO energy**: 2.30 eV
**Energy relative to the best compared isomer or geometry (same formula, charge and spin)**: 0.0 kcal/mol
**Gap between HOMO and LUMO**: 6.3 eV
**HOMO**: -4.0 eV

```
! RIJCOSX wB97M-V def2-TZVPD def2/J DEFGRID3
* xyz -1 1
Pd 0.173 0.009 -0.099
C 4.670 -4.193 4.777
C 4.389 -3.330 3.577
C 3.221 -3.516 2.836
C 2.939 -2.730 1.735
C 3.829 -1.728 1.369
C 5.003 -1.539 2.075
C 5.276 -2.339 3.179
S 3.448 -0.717 -0.041
O 2.999 -1.607 -1.068
O 4.622 0.094 -0.268
N 2.197 0.214 0.387
C 2.437 1.457 0.956
C 3.505 1.842 1.742
C 3.636 3.166 2.199
C 2.727 4.139 1.882
C 1.609 3.789 1.091
C 0.623 4.714 0.680
C -0.423 4.303 -0.093
C -0.521 2.940 -0.434
N 0.373 2.062 -0.058
C 1.457 2.457 0.670
H 3.911 -4.047 5.548
H 5.642 -3.959 5.213
H 4.664 -5.251 4.510
H 2.524 -4.292 3.132
H 2.039 -2.868 1.146
H 5.705 -0.784 1.749
H 6.197 -2.191 3.733
H 4.272 1.130 1.996
H 4.494 3.412 2.813
H 2.843 5.160 2.223
H 0.717 5.749 0.985
H -1.188 4.988 -0.430
H -1.357 2.559 -1.004
O -2.000 -0.617 -2.679
C -2.501 -0.259 -1.638
C -4.005 -0.162 -1.396
C -4.115 0.615 -0.095
C -2.676 0.695 0.407
O -2.354 1.215 1.462
N -1.824 0.145 -0.507
H -4.391 -1.180 -1.317
H -4.480 0.308 -2.256
H -4.735 0.150 0.671
H -4.479 1.635 -0.235
C -0.265 -1.199 2.937
Si -0.765 -2.432 1.619
C -0.314 -4.136 2.331
C -2.654 -2.487 1.510
N -0.014 -2.009 0.124
C 0.013 -2.799 -1.014
C -0.266 -4.179 -0.988
C -0.231 -4.953 -2.139
C 0.081 -4.394 -3.368
C 0.359 -3.032 -3.412
C 0.329 -2.256 -2.273
H -0.800 -1.435 3.863
H -0.517 -0.172 2.667
H 0.808 -1.257 3.140
H -0.422 -4.073 3.419
H 0.702 -4.462 2.109
H -0.996 -4.913 1.980
H -3.071 -3.194 2.233
H -2.960 -2.810 0.510
H -3.096 -1.511 1.713
H -0.508 -4.662 -0.053
H -0.453 -6.013 -2.063
H 0.104 -4.998 -4.266
H 0.607 -2.561 -4.357
H 0.553 -1.201 -2.342
*
```

---

The following is a quantum chemistry calculation of 2 unconnected molecules or ions with the total composition C5H6O at a distorted geometry, from the OMol25 dataset.

**Molar mass**: 82.10 g/mol
**LUMO energy**: 0.81 eV
**Energy relative to the best compared isomer or geometry (same formula, charge and spin)**: 118.5 kcal/mol
**SMILES string**: C1=CC1.C=C=O
**Gap between HOMO and LUMO**: 9.8 eV
**HOMO**: -9.0 eV

```
! RIJCOSX wB97M-V def2-TZVPD def2/J DEFGRID3
* xyz 0 1
C 0.267 0.941 1.238
C -0.799 1.772 1.325
C 1.051 -1.244 -1.042
C -0.401 -1.265 -0.447
C -0.220 -0.618 -1.540
O 1.158 0.209 1.493
H -0.881 2.842 1.583
H -1.712 1.206 1.630
H 1.578 -2.023 -1.461
H 1.596 -0.307 -0.887
H -0.953 -1.241 0.445
H -0.686 -0.272 -2.336
*
```

---

The following is a quantum chemistry calculation of a single C3H7N3S molecule at a distorted geometry, from the OMol25 dataset.

**Molar mass**: 117.18 g/mol
**LUMO energy (spin up / spin down)**: 0.78 / -2.27 eV
**Energy relative to the best compared isomer or geometry (same formula, charge and spin)**: 20.5 kcal/mol
**Gap between HOMO and LUMO (spin up / spin down)**: 6.1 / 5.7 eV
**HOMO (spin up / spin down)**: -5.3 / -8.0 eV

```
! RIJCOSX wB97M-V def2-TZVPD def2/J DEFGRID3
* xyz 0 3
C 0.694 0.336 -0.855
C 1.402 1.245 -0.084
C -0.446 -1.689 -1.161
N -0.384 -0.467 -0.546
N -0.245 1.712 2.444
N -1.096 0.907 2.015
S 1.192 1.952 1.568
H 1.167 0.031 -1.760
H 2.027 1.915 -0.578
H 0.416 -2.362 -1.080
H -1.293 -2.308 -0.813
H -0.684 -1.657 -2.213
H -0.895 -0.354 0.292
H -1.856 0.739 2.770
*
```

---

The following is a quantum chemistry calculation of a single C10H14O2P2 molecule at a distorted geometry, from the OMol25 dataset.

**Molar mass**: 228.17 g/mol
**LUMO energy**: -0.55 eV
**Energy relative to the best compared isomer or geometry (same formula, charge and spin)**: 0.0 kcal/mol
**SMILES string**: CP(C)[P@](C)(=O)C(=O)c1ccccc1
**Gap between HOMO and LUMO**: 7.9 eV
**HOMO**: -8.4 eV

```
! RIJCOSX wB97M-V def2-TZVPD def2/J DEFGRID3
* xyz 0 1
C 4.406 0.206 -0.320
C 4.052 -0.991 0.251
C 3.395 1.088 -0.554
C 2.718 -1.280 0.527
C 2.055 0.909 -0.259
C 1.672 -0.351 0.191
C 0.351 -0.770 0.217
C -2.723 -1.495 -1.473
C -4.127 0.237 0.253
C -0.792 1.570 1.498
O -0.097 -1.869 0.376
O -1.282 1.412 -1.175
P -2.706 -0.976 0.300
P -1.101 0.521 -0.016
H 5.425 0.280 -0.595
H 4.796 -1.646 0.563
H 3.747 2.068 -0.806
H 2.549 -2.402 0.882
H 1.414 1.666 -0.655
H -3.674 -2.019 -1.752
H -1.786 -2.061 -1.664
H -2.698 -0.515 -2.187
H -4.013 0.867 -0.616
H -4.024 0.859 1.214
H -5.035 -0.332 0.100
H -1.067 0.855 2.280
H 0.153 1.934 1.673
H -1.609 2.235 1.745
*
```